Here is a structure of composition C24H19F3FeO6S at a distorted geometry from the OMol25 dataset. Energies are from the ωB97M-V functional and the def2-TZVPD basis.

Structure (XYZ):
```
54
Properties=species:S:1:pos:R:3:lowdin_spin:R:1
C -4.3502 3.9035 0.4693 0.00
O -2.9600 4.2214 0.6421 -0.01
C -1.9027 3.3696 0.3805 -0.03
C -1.0989 2.8367 1.4732 0.09
C -0.6186 1.4190 1.2386 0.07
C 0.0624 1.3787 -0.0572 0.36
C -0.1062 2.4542 -0.9524 0.00
C -1.2892 3.2724 -0.8873 0.21
Fe 0.1725 4.0288 0.4656 2.06
C 1.2344 4.0534 1.9151 0.03
O 1.9694 4.2855 2.7855 0.01
C -0.4464 5.5857 0.9094 -0.03
O -0.6796 6.6632 1.2824 -0.04
C 1.4328 4.8086 -0.5526 0.12
O 2.3132 5.4876 -0.8770 0.08
H -4.8365 4.8616 0.6551 0.00
H -4.5402 3.5615 -0.5543 0.00
H -4.6651 3.1609 1.2110 0.00
H -1.4063 3.0728 2.5010 0.00
H 0.0055 1.0215 2.0582 0.01
H -1.4775 0.7046 1.2091 0.03
H 0.8015 0.6064 -0.2193 0.02
H 0.5299 2.5228 -1.8431 0.00
H -1.6626 3.7723 -1.7788 0.01
F 2.1391 -2.6244 5.7433 0.00
C 0.9282 -2.9706 5.2072 0.01
F 0.6365 -4.2289 5.6520 0.00
F -0.0007 -2.1284 5.7649 0.01
C 0.9140 -2.8971 3.7104 0.11
C 0.1245 -3.7846 2.9855 -0.02
C 0.0221 -3.6342 1.6166 0.11
C 0.6979 -2.5748 0.9362 0.03
C 0.3908 -2.3353 -0.4425 0.50
S 1.4796 -1.6790 -1.5954 0.04
C 0.9472 -2.3595 -3.1804 0.00
C 1.6993 -3.3720 -3.7787 0.00
C 1.3409 -3.8372 -5.0491 0.00
C 0.2342 -3.2985 -5.7122 0.00
C -0.5452 -2.3207 -5.0830 0.00
C -0.1939 -1.8478 -3.8131 0.00
O 1.2048 -0.2685 -1.8987 0.05
O 2.8542 -2.0905 -1.3841 0.04
C 1.5915 -1.7668 1.7003 0.10
C 1.6651 -1.9058 3.0726 -0.02
H -0.3951 -4.5872 3.4993 0.00
H -0.5905 -4.3176 1.0261 0.00
H -0.4000 -2.9334 -0.9047 0.02
H 2.5641 -3.7772 -3.2524 0.00
H 1.9389 -4.6183 -5.5131 0.00
H -0.0231 -3.6418 -6.7138 0.00
H -1.4255 -1.9187 -5.5835 0.00
H -0.7987 -1.0805 -3.3248 0.00
H 2.2023 -1.0071 1.2076 0.00
H 2.3163 -1.2460 3.6336 0.00
```

- Expectation value of S²: 6.198
- HOMO-LUMO gap (spin up / spin down): 5.60 / 5.93 eV
- 2S+1: 5
- HOMO level (spin up / spin down): -5.489 / -8.370 eV
- Maximum force: 5.287 eV Å⁻¹
- E_tot: -3338.6338 Eh


Here is a structure of composition C24H19N3O2Ru from the OMol25 dataset. Energies are from the ωB97M-V functional and the def2-TZVPD basis.

Structure (XYZ):
```
49
Properties=species:S:1:pos:R:3:lowdin_spin:R:1
Ru -0.0864 -0.2762 0.0134 3.34
C -2.3143 2.8872 1.6408 0.01
C -2.0507 1.4076 1.6429 0.06
C -1.1540 0.8471 2.5520 0.05
C -0.9138 -0.5246 2.5702 0.03
C -1.5638 -1.3723 1.6715 0.01
C -2.4600 -0.8197 0.7480 0.03
C -2.6877 0.5578 0.7346 0.04
H -2.7529 3.2158 0.6988 0.00
H -1.3976 3.4521 1.8155 0.00
H -3.0161 3.1490 2.4352 0.00
H -0.6310 1.4893 3.2505 0.00
H -0.2211 -0.9351 3.2929 0.00
H -1.4169 -2.4420 1.7140 0.00
H -2.9722 -1.4620 0.0470 0.00
H -3.3821 0.9709 0.0129 0.00
N 8.5056 5.8023 -0.1180 0.00
C 7.5601 5.1520 -0.0768 0.00
C 6.3718 4.3314 -0.0264 0.00
C 5.9281 3.6858 -1.1764 0.00
C 4.7847 2.9053 -1.1272 -0.01
C 4.0926 2.7624 0.0701 -0.01
C 4.5419 3.4020 1.2198 -0.01
C 5.6798 4.1907 1.1730 0.00
C 2.8631 1.9101 0.1151 -0.06
C 3.0172 0.5991 0.5639 0.22
C 4.2897 -0.0440 0.8551 0.04
C 4.0058 -1.2974 1.2503 0.11
C 2.5510 -1.3943 1.2461 0.20
N 1.9724 -0.2889 0.8474 0.07
C 1.6760 2.4781 -0.3339 0.21
C 1.5234 3.8640 -0.7555 0.04
C 0.2794 3.9826 -1.2500 0.11
C -0.3213 2.6587 -1.1317 0.19
N 0.4839 1.7827 -0.5907 0.06
H 6.4774 3.7976 -2.1012 0.00
H 4.4319 2.4048 -2.0209 0.00
H 4.0039 3.2839 2.1525 0.00
H 6.0376 4.6932 2.0610 0.00
H 5.2585 0.4161 0.7454 0.00
H 4.6909 -2.0834 1.5246 0.00
H 1.9600 -2.2562 1.5263 0.01
H 2.2875 4.6217 -0.6866 0.00
H -0.1934 4.8576 -1.6667 0.00
H -1.3090 2.3653 -1.4625 0.01
O -0.6923 -2.1088 -1.1635 0.11
C 0.0754 -1.8243 -2.1332 0.03
O 0.8116 -0.8132 -2.0982 0.10
H 0.0861 -2.4814 -3.0092 0.00
```

- Energy relative to the best compared isomer or geometry (same formula, charge and spin): 0.0 kcal/mol
- Expectation value of S²: 8.843
- HOMO-LUMO gap (spin up / spin down): 7.24 / 5.75 eV
- 2S+1: 6
- HOMO level (spin up / spin down): -11.527 / -11.857 eV
- Maximum force: 0.583 eV Å⁻¹
- Total charge: +1
- E_tot: -1335.2909 Eh


Here is a structure of composition C24H19N3Pd from the OMol25 dataset. Energies are from the ωB97M-V functional and the def2-TZVPD basis.

Structure (XYZ):
```
47
Properties=species:S:1:pos:R:3:lowdin_spin:R:1
Pd -0.3911 -0.2625 0.3300 0.41
N 1.8581 -0.6235 0.4526 0.11
C 2.6654 -1.1090 -0.6347 0.00
C 3.8140 -1.8352 -0.3512 0.01
C 4.6231 -2.3044 -1.3723 0.00
C 4.2861 -2.0350 -2.6887 0.00
C 3.1338 -1.3210 -2.9701 0.00
C 2.2951 -0.8538 -1.9582 0.01
C 1.0175 -0.1951 -2.3342 0.04
C 0.9607 0.7064 -3.3984 0.02
C -0.2557 1.2313 -3.8206 -0.01
C -1.4410 0.8410 -3.2176 0.02
C -1.4013 -0.0650 -2.1608 0.05
C -0.1775 -0.5426 -1.6994 0.32
H 2.0254 -1.1603 1.2979 0.00
H 2.0795 0.3471 0.6642 0.00
H 4.0817 -2.0220 0.6821 0.00
H 5.5131 -2.8722 -1.1371 0.00
H 4.9065 -2.3975 -3.4971 0.00
H 2.8450 -1.1503 -3.9990 0.00
H 1.8778 1.0163 -3.8856 0.00
H -0.2717 1.9475 -4.6318 0.00
H -2.3881 1.2361 -3.5613 0.00
H -2.3250 -0.3957 -1.6949 0.01
C -2.5062 4.8180 0.8804 0.05
C -3.0568 4.1686 1.9801 0.00
C -2.7555 2.8485 2.2594 0.05
C -1.8762 2.1449 1.4254 0.01
C -1.3203 2.8012 0.3194 0.05
C -1.6369 4.1223 0.0530 0.00
N -1.5345 0.8179 1.6474 0.25
N -2.0196 0.2258 2.7348 0.35
C -1.5932 -1.0624 2.7713 0.02
C -1.9366 -1.9671 3.7863 0.07
C -1.4769 -3.2722 3.7380 0.00
C -0.6751 -3.7203 2.6939 0.09
C -0.3137 -2.8398 1.6696 0.00
C -0.7657 -1.5426 1.7325 0.07
H -2.7524 5.8508 0.6746 0.00
H -3.7378 4.6983 2.6344 0.00
H -3.1855 2.3434 3.1108 0.00
H -0.6383 2.2784 -0.3460 0.00
H -1.1971 4.6085 -0.8092 0.00
H -2.5704 -1.6267 4.5938 0.00
H -1.7533 -3.9575 4.5289 0.00
H -0.3294 -4.7452 2.6675 0.01
H 0.2998 -3.1736 0.8399 0.00
```

- Expectation value of S²: 2.039
- HOMO-LUMO gap (spin up / spin down): 5.75 / 6.32 eV
- 2S+1: 3
- HOMO level (spin up / spin down): -5.945 / -7.647 eV
- Maximum force: 0.406 eV Å⁻¹
- E_tot: -1217.9694 Eh


Here is a structure of composition C24H20AsBr2N2O6RuS2Te at a distorted geometry from the OMol25 dataset. Energies are from the ωB97M-V functional and the def2-TZVPD basis.

Structure (XYZ):
```
59
Properties=species:S:1:pos:R:3:lowdin_charge:R:1
Ru -0.0131 -0.3134 0.3330 1.01
Br 1.4520 -5.1583 0.1880 0.74
C 2.5088 -3.5937 0.0694 -0.61
C 3.8898 -3.6542 0.0603 -0.18
C 4.6353 -2.4902 -0.0080 -0.63
Br 6.5321 -2.6464 0.0668 0.71
C 4.0408 -1.2181 -0.1125 -0.20
C 4.7049 0.0206 -0.1837 -0.03
C 3.9480 1.1790 -0.3038 -0.05
C 2.5698 1.1089 -0.3563 -0.15
N 1.9037 -0.0456 -0.2611 -0.06
C 2.6252 -1.1955 -0.1313 -0.19
C 1.8348 -2.3673 0.0115 -0.44
O 0.5453 -2.2415 0.0540 -0.23
H 4.3786 -4.6134 0.1263 0.09
H 5.7811 0.0638 -0.1178 0.08
H 4.4224 2.1459 -0.3523 0.09
H 1.9474 1.9883 -0.4470 0.02
C -3.3216 2.8111 -0.7265 -0.18
As -1.6891 2.0234 -1.4535 1.02
C -1.7166 0.8305 -2.9965 -0.19
C -0.8811 3.6524 -2.2238 -0.22
O -0.5545 1.6626 -0.2956 -0.72
H -3.7294 3.5418 -1.4258 0.03
H -2.9997 3.3059 0.1949 0.03
H -4.0533 2.0434 -0.4961 0.02
H -1.4840 1.3913 -3.9034 0.03
H -2.6825 0.3368 -3.0789 0.03
H -0.9449 0.0761 -2.8021 0.03
H -1.5024 4.0774 -3.0119 0.02
H 0.1044 3.4189 -2.6291 0.03
H -0.7595 4.3909 -1.4299 0.02
Te 0.0110 2.8395 2.2900 1.15
C 1.1503 4.4358 1.2241 -0.81
C 0.9558 5.7420 1.5679 -0.29
C 1.6683 6.6627 0.7687 -0.22
C 2.4067 6.0534 -0.1908 -0.43
S 2.2392 4.3415 -0.1202 0.95
H 0.3181 6.0260 2.3838 0.08
H 1.6285 7.7282 0.9052 0.09
H 3.0362 6.4908 -0.9405 0.05
S 1.4509 -0.2148 2.7377 0.53
C 0.3626 0.8077 2.0879 -1.22
O -2.8766 0.0229 -0.6755 -0.13
C -2.7285 -0.9399 0.1167 -0.57
O -1.8064 -0.9985 0.9776 -0.14
C -3.6851 -2.0754 0.0887 -0.10
C -5.0265 -1.8955 -0.2601 0.00
C -5.8880 -2.9648 -0.2678 0.01
C -5.4153 -4.2452 0.0458 -0.17
C -4.0631 -4.4370 0.3610 0.02
C -3.2148 -3.3565 0.3972 0.02
N -6.3088 -5.3338 0.0435 -0.34
O -5.8720 -6.4597 0.3092 0.06
O -7.4995 -5.1172 -0.2233 0.05
H -5.3769 -0.9023 -0.5009 0.12
H -6.9356 -2.8510 -0.5037 0.11
H -3.7159 -5.4341 0.5803 0.12
H -2.1695 -3.4783 0.6410 0.12
```

- HOMO-LUMO gap (spin up / spin down): 4.66 / 4.67 eV
- HOMO level (spin up / spin down): -3.497 / -3.502 eV
- Maximum force: 5.363 eV Å⁻¹
- Total charge: -1
- E_tot: -10030.5038 Eh


Repeat the fourth record exactly.
Here is a structure of composition C24H20AsBr2N2O6RuS2Te at a distorted geometry from the OMol25 dataset. Energies are from the ωB97M-V functional and the def2-TZVPD basis.

Structure (XYZ):
```
59
Properties=species:S:1:pos:R:3:lowdin_charge:R:1
Ru -0.0131 -0.3134 0.3330 1.01
Br 1.4520 -5.1583 0.1880 0.74
C 2.5088 -3.5937 0.0694 -0.61
C 3.8898 -3.6542 0.0603 -0.18
C 4.6353 -2.4902 -0.0080 -0.63
Br 6.5321 -2.6464 0.0668 0.71
C 4.0408 -1.2181 -0.1125 -0.20
C 4.7049 0.0206 -0.1837 -0.03
C 3.9480 1.1790 -0.3038 -0.05
C 2.5698 1.1089 -0.3563 -0.15
N 1.9037 -0.0456 -0.2611 -0.06
C 2.6252 -1.1955 -0.1313 -0.19
C 1.8348 -2.3673 0.0115 -0.44
O 0.5453 -2.2415 0.0540 -0.23
H 4.3786 -4.6134 0.1263 0.09
H 5.7811 0.0638 -0.1178 0.08
H 4.4224 2.1459 -0.3523 0.09
H 1.9474 1.9883 -0.4470 0.02
C -3.3216 2.8111 -0.7265 -0.18
As -1.6891 2.0234 -1.4535 1.02
C -1.7166 0.8305 -2.9965 -0.19
C -0.8811 3.6524 -2.2238 -0.22
O -0.5545 1.6626 -0.2956 -0.72
H -3.7294 3.5418 -1.4258 0.03
H -2.9997 3.3059 0.1949 0.03
H -4.0533 2.0434 -0.4961 0.02
H -1.4840 1.3913 -3.9034 0.03
H -2.6825 0.3368 -3.0789 0.03
H -0.9449 0.0761 -2.8021 0.03
H -1.5024 4.0774 -3.0119 0.02
H 0.1044 3.4189 -2.6291 0.03
H -0.7595 4.3909 -1.4299 0.02
Te 0.0110 2.8395 2.2900 1.15
C 1.1503 4.4358 1.2241 -0.81
C 0.9558 5.7420 1.5679 -0.29
C 1.6683 6.6627 0.7687 -0.22
C 2.4067 6.0534 -0.1908 -0.43
S 2.2392 4.3415 -0.1202 0.95
H 0.3181 6.0260 2.3838 0.08
H 1.6285 7.7282 0.9052 0.09
H 3.0362 6.4908 -0.9405 0.05
S 1.4509 -0.2148 2.7377 0.53
C 0.3626 0.8077 2.0879 -1.22
O -2.8766 0.0229 -0.6755 -0.13
C -2.7285 -0.9399 0.1167 -0.57
O -1.8064 -0.9985 0.9776 -0.14
C -3.6851 -2.0754 0.0887 -0.10
C -5.0265 -1.8955 -0.2601 0.00
C -5.8880 -2.9648 -0.2678 0.01
C -5.4153 -4.2452 0.0458 -0.17
C -4.0631 -4.4370 0.3610 0.02
C -3.2148 -3.3565 0.3972 0.02
N -6.3088 -5.3338 0.0435 -0.34
O -5.8720 -6.4597 0.3092 0.06
O -7.4995 -5.1172 -0.2233 0.05
H -5.3769 -0.9023 -0.5009 0.12
H -6.9356 -2.8510 -0.5037 0.11
H -3.7159 -5.4341 0.5803 0.12
H -2.1695 -3.4783 0.6410 0.12
```

- HOMO-LUMO gap (spin up / spin down): 4.66 / 4.67 eV
- HOMO level (spin up / spin down): -3.497 / -3.502 eV
- Maximum force: 5.363 eV Å⁻¹
- Total charge: -1
- E_tot: -10030.5038 Eh